DFT (the ωB97M-V functional and the def2-TZVPD basis) results for C43H48InN9O2P as an isolated structure in a non-equilibrium geometry.

Element x y z (Å)
1 C -3.2455 4.1462 -3.3174
2 C -3.4275 3.4434 -4.2828
3 In -3.3687 2.2508 -6.1627
4 N -3.8072 0.2099 -5.5427
5 C -2.8366 -0.4936 -5.6176
6 O -1.8570 -1.1588 -5.7106
7 N -1.3503 2.2091 -6.8370
8 C -0.4949 3.2288 -6.2017
9 C -1.2021 2.2089 -8.2200
10 C 0.0459 1.4831 -8.7308
11 O -1.9488 2.7335 -9.0210
12 P -5.1143 2.9069 -7.8497
13 C -6.6540 1.8662 -7.7524
14 C -5.5233 4.7113 -7.7712
15 H -2.9518 4.7353 -2.4826
16 H -0.9851 4.1952 -6.0687
17 H 0.4102 3.3855 -6.7980
18 H -0.1440 2.8316 -5.2482
19 H 0.9312 1.9875 -8.3395
20 H 0.0743 1.4985 -9.8152
21 H 0.0350 0.4812 -8.3036
22 H -7.3731 2.1937 -7.0011
23 H -7.1144 1.8851 -8.7410
24 H -6.3505 0.8340 -7.5866
25 H -6.0141 5.0412 -6.8535
26 H -4.5940 5.2681 -7.8815
27 H -6.1461 4.9540 -8.6329
28 N -3.5097 3.5773 0.5463
29 C -3.2690 2.4475 -0.1205
30 C -2.5334 1.3917 0.3976
31 C -2.0164 1.5142 1.6733
32 C -2.2536 2.6816 2.3833
33 C -3.0045 3.6756 1.7758
34 H -3.6847 2.3941 -1.1209
35 H -2.3701 0.4996 -0.1897
36 H -1.4344 0.7116 2.1102
37 H -1.8645 2.8180 3.3845
38 H -3.2176 4.6059 2.2946
39 N 0.4667 1.8058 -0.7914
40 C 1.0333 1.1505 -1.8034
41 C 2.2504 0.4903 -1.7071
42 C 2.9204 0.5147 -0.4943
43 C 2.3464 1.1943 0.5685
44 C 1.1242 1.8170 0.3676
45 H 0.4766 1.1599 -2.7347
46 H 2.6600 -0.0287 -2.5631
47 H 3.8732 0.0135 -0.3747
48 H 2.8356 1.2387 1.5327
49 H 0.6356 2.3569 1.1725
50 N 5.4995 -1.2722 1.0039
51 C 5.7318 -2.4019 0.3367
52 C 6.4640 -3.4616 0.8480
53 C 6.9887 -3.3415 2.1246
54 C 6.7599 -2.1743 2.8343
55 C 6.0109 -1.1762 2.2309
56 H 5.3043 -2.4521 -0.6593
57 H 6.6177 -4.3563 0.2603
58 H 7.5670 -4.1466 2.5605
59 H 7.1490 -2.0409 3.8344
60 H 5.8040 -0.2480 2.7519
61 N -4.3416 1.2036 7.4911
62 C -3.8288 2.2209 8.1815
63 C -3.4663 3.4325 7.6141
64 C -3.6431 3.5978 6.2498
65 C -4.1733 2.5516 5.5136
66 C -4.5055 1.3818 6.1805
67 H -3.7051 2.0473 9.2452
68 H -3.0563 4.2246 8.2259
69 H -3.3717 4.5284 5.7670
70 H -4.3261 2.6399 4.4467
71 H -4.9259 0.5387 5.6437
72 N 6.8053 -1.9745 6.6950
73 C 8.0537 -2.4409 6.6709
74 C 8.6845 -3.0154 7.7628
75 C 7.9804 -3.1104 8.9527
76 C 6.6820 -2.6313 9.0008
77 C 6.1454 -2.0772 7.8484
78 H 8.5696 -2.3455 5.7207
79 H 9.7000 -3.3789 7.6814
80 H 8.4364 -3.5528 9.8295
81 H 6.0972 -2.6894 9.9061
82 H 5.1313 -1.6931 7.8399
83 N -5.6776 -2.7992 -10.4056
84 C -5.1428 -1.7465 -9.7840
85 C -4.7813 -0.5720 -10.4285
86 C -4.9816 -0.4865 -11.7952
87 C -5.5344 -1.5705 -12.4597
88 C -5.8639 -2.6955 -11.7206
89 H -4.9995 -1.8569 -8.7147
90 H -4.3523 0.2535 -9.8726
91 H -4.7110 0.4130 -12.3336
92 H -5.7073 -1.5448 -13.5276
93 H -6.3019 -3.5654 -12.1998
94 N 4.5080 -4.6334 10.6133
95 C 3.8011 -4.4309 11.7249
96 C 2.9364 -5.3674 12.2690
97 C 2.7937 -6.5834 11.6209
98 C 3.5187 -6.8119 10.4630
99 C 4.3588 -5.8089 10.0049
100 H 3.9405 -3.4645 12.1976
101 H 2.3895 -5.1483 13.1756
102 H 2.1271 -7.3414 12.0122
103 H 3.4359 -7.7464 9.9257
104 H 4.9474 -5.9452 9.1039

## Properties
**Charge**: -1
**E_tot**: -77336.82140 eV

Atom charges from the Löwdin analysis, given in e for atoms 1 to 6:
1. C -0.102
2. C -0.243
3. In 0.573
4. N -0.006
5. C -0.580
6. O 0.034